Entry from the OMol25 dataset: C4H4F2 in the gas phase in a non-equilibrium geometry (the ωB97M-V functional and the def2-TZVPD basis).

Structure (XYZ):
```
10
Properties=species:S:1:pos:R:3
F 2.513 0.338 -0.227
H 1.762 -1.745 0.022
H -2.376 1.467 -0.328
C -1.748 0.603 -0.057
C -0.399 0.876 0.272
C 0.278 -0.369 0.222
H -0.258 -1.243 0.467
F -2.236 -0.671 -0.163
C 1.566 -0.665 0.084
H 0.202 1.840 0.224
```

Calculated values
* Kohn-Sham gap: 0.3480 hartree
* calculated total energy: -354.45176 hartree
* total charge: 0
* energy relative to the best compared isomer or geometry (same formula, charge and spin): 30.6 kcal/mol
* SMILES: F/C=C\C=C/F